Molecular formula: C4H12NS2
Method: DFT, wB97M-V/def2-TZVPD

Last columns: bonded neighbours and bond lengths (Å).
Element x y z (Å)
1 H 2.834 -1.831 2.162  N4 1.011
2 C 0.766 -1.706 0.188  H3 1.098, H5 1.101, S8 1.800, C15 1.531
3 H 0.294 -2.047 1.119  C2 1.098
4 N 3.041 -1.457 1.247  H1 1.011, C15 1.450, H18 1.007
5 H 0.298 -2.273 -0.631  C2 1.101
6 H -1.596 1.692 1.094  C10 1.084
7 H -1.616 1.498 -2.474  C13 1.087
8 S 0.503 0.069 0.053  C2 1.800
9 H 2.700 -1.869 -0.761  C15 1.093
10 C -1.689 2.617 0.537  H6 1.084, S12 1.815, H17 1.086, H19 1.095
11 H -1.795 0.417 -1.066  C13 1.098
12 S -2.938 2.527 -0.777  C10 1.815, C13 1.800
13 C -2.310 1.130 -1.723  H7 1.087, H11 1.098, S12 1.800, H16 1.090
14 H 2.314 -3.170 0.388  C15 1.099
15 C 2.249 -2.088 0.210  C2 1.531, N4 1.450, H9 1.093, H14 1.099
16 H -3.173 0.639 -2.175  C13 1.090
17 H -0.746 2.939 0.107  C10 1.086
18 H 2.917 -0.458 1.259  N4 1.007
19 H -2.052 3.371 1.243  C10 1.095

The HOMO-LUMO gap is 6.01 eV. For the largest force on an atom, the calculation gives 0.0189 Eh/bohr. As for the net charge: -1. The LUMO energy comes out at 0.12199 Eh. Its energy is -1010.75493 Ha. The calculation puts the highest occupied orbital energy at -0.0989 Ha.